{"formula": "C9H17AsF6Hg3O7S2", "method": "ωB97M-V/def2-TZVPD", "energy_ha": -4969.164395, "orbital_gap_ev": 1.83, "charge": 4, "elements": ["Hg", "Hg", "Hg", "As", "S", "S", "F", "F", "F", "F", "F", "F", "O", "O", "O", "O", "O", "O", "O", "C", "C", "C", "C", "C", "C", "C", "C", "C", "H", "H", "H", "H", "H", "H", "H", "H", "H", "H", "H", "H", "H", "H", "H", "H", "H"], "positions_angstrom": [[17.21322, 3.50919, -20.56308], [23.36039, 4.70474, -14.67379], [19.97698, 7.80534, -17.49190], [19.61071, -1.47815, -13.85782], [26.10247, 0.44494, -17.11452], [16.93813, -1.87217, -20.56180], [20.16117, -1.18030, -15.52036], [18.28152, -0.31120, -14.25552], [18.56324, -2.81722, -14.58073], [19.02056, -1.75275, -12.18493], [20.94442, -2.58440, -13.57240], [20.74708, -0.17955, -13.23611], [19.54743, 2.09506, -18.21757], [27.45166, 0.64289, -17.74027], [16.65647, -0.54658, -21.13454], [19.18186, 4.19168, -17.83432], [18.34265, -2.21396, -20.19438], [25.41610, 1.63037, -16.53137], [20.73063, 3.15997, -16.63894], [25.09529, -1.88207, -16.19029], [15.82111, -2.34643, -19.30884], [19.77010, 3.15547, -17.48154], [14.85748, -3.07512, -21.47262], [26.25265, -0.86900, -15.85957], [24.94663, -0.42559, -18.22958], [14.66536, -3.11775, -19.99400], [24.86013, -1.82919, -17.72248], [16.37614, -3.03320, -21.71714], [24.23793, -1.51966, -15.62312], [27.19039, -1.40025, -16.02244], [26.16550, -0.53460, -14.82581], [25.27311, -0.36705, -19.26788], [16.78416, -2.81687, -22.70447], [20.09163, 1.52065, -17.67396], [14.45495, -2.16045, -21.90788], [16.88032, -3.95927, -21.44091], [16.29290, -3.14406, -18.73498], [13.73383, -2.68614, -19.62785], [15.62803, -1.44464, -18.72780], [24.04506, -2.48894, -18.01996], [24.00286, 0.11727, -18.17760], [14.56152, -4.18751, -19.81253], [25.77979, -2.36229, -17.96356], [14.43030, -4.00626, -21.84493], [25.05096, -2.93901, -15.92759]], "mulliken_charge": [0.88, 0.95, 0.80, 2.02, 1.13, 1.10, -0.46, -0.43, -0.40, -0.39, -0.39, -0.44, -0.34, -0.40, -0.50, -0.39, -0.43, -0.48, -0.49, -0.73, -0.39, 0.80, -0.53, -0.52, -0.42, -0.66, -0.66, -0.61, 0.32, 0.41, 0.43, 0.41, 0.47, 0.28, 0.34, 0.38, 0.33, 0.32, 0.48, 0.43, 0.31, 0.37, 0.32, 0.34, 0.41]}

---

{"formula": "C9H17BNO9P", "method": "ωB97M-V/def2-TZVPD", "energy_ha": -1451.156265, "orbital_gap_ev": 7.38, "smiles": "NB(O)C1=C(CP(=O)(O)O)C(=O)OC1=O.COCCOC", "elements": ["P", "O", "O", "O", "O", "O", "O", "O", "O", "O", "N", "C", "C", "C", "C", "C", "C", "C", "C", "C", "B", "H", "H", "H", "H", "H", "H", "H", "H", "H", "H", "H", "H", "H", "H", "H", "H", "H"], "positions_angstrom": [[1.85055, 3.30820, -2.60975], [3.42002, 2.82195, -3.28529], [-3.84457, -0.47818, 3.48489], [-1.75609, -1.34539, 1.57113], [0.66985, -1.71343, -3.53638], [2.03219, 4.45569, -1.49602], [0.99088, 4.04583, -3.97749], [4.31117, 0.07456, -0.16022], [3.81516, 2.35566, -0.03614], [4.01600, -2.42714, -0.43306], [0.65904, -2.94126, -1.25350], [2.20130, -0.72498, -1.42499], [2.03252, 0.75056, -1.33222], [3.60362, -1.14998, -0.64200], [-2.64954, -2.22630, 2.25855], [3.37600, 1.17727, -0.49228], [-0.77805, -0.78413, 2.43988], [-3.83839, 0.79890, 2.85442], [-3.99169, -1.54593, 2.54380], [0.88315, 1.77550, -1.89455], [1.16014, -1.77684, -2.14208], [1.58657, 4.84912, -4.18845], [-2.82301, -3.08334, 1.59939], [-0.02988, -1.54298, 2.69145], [4.10829, 2.97478, -2.57252], [-0.28213, 0.03623, 1.91445], [1.20493, -2.31869, -4.14562], [-2.19496, -2.60144, 3.18363], [0.21056, 1.34580, -2.75018], [-4.85439, 1.05550, 2.53416], [0.16965, 2.08031, -0.99801], [-4.66803, -2.27821, 2.99702], [1.55501, -3.31801, -0.81985], [0.20153, -2.43797, -0.43451], [-3.50284, 1.54002, 3.58499], [-4.45686, -1.18882, 1.61668], [-1.22468, -0.38968, 3.35525], [-3.16300, 0.82683, 1.99543]], "mulliken_charge": [0.87, -0.53, -0.38, -0.25, -0.58, -0.60, -0.53, -0.24, -0.52, -0.54, -0.69, 0.11, 0.15, 0.41, -0.59, 0.36, -0.80, -0.68, -0.50, -0.40, 0.38, 0.35, 0.36, 0.31, 0.37, 0.20, 0.32, 0.37, 0.37, 0.32, 0.34, 0.37, 0.33, 0.26, 0.25, 0.32, 0.43, 0.27]}

---

{"formula": "C9H17ClI2N2OPY", "method": "ωB97M-V/def2-TZVPD", "energy_ha": -1972.648454, "orbital_gap_ev": [4.34, 4.18], "charge": 2, "elements": ["I", "I", "Y", "Cl", "P", "O", "N", "N", "C", "C", "C", "C", "C", "C", "C", "C", "C", "H", "H", "H", "H", "H", "H", "H", "H", "H", "H", "H", "H", "H", "H", "H", "H", "H"], "positions_angstrom": [[1.61948, -0.31922, -1.98818], [-1.31130, -2.22430, 0.21390], [0.31746, 0.27398, 0.66870], [-0.34434, 2.44919, 1.67204], [-1.74942, 0.96198, -1.48471], [-0.33165, -3.36398, -3.36223], [2.35636, 0.15700, 3.24134], [1.91464, -0.49326, 2.11376], [-0.42127, -2.45989, -2.68076], [-1.41787, 2.60500, -2.22952], [2.45348, -2.65983, 0.97056], [3.50355, -1.72216, 3.13791], [3.98437, -0.13232, 5.10910], [-2.31421, 0.09559, -3.00555], [2.62616, -1.66206, 2.04632], [-3.40100, 1.29340, -0.74889], [3.30710, -0.55106, 3.87597], [3.82240, -0.88521, 5.89661], [3.39797, -2.81644, 0.42590], [-0.64169, 2.50953, -2.99617], [1.96540, 1.05880, 3.49770], [-1.47521, -0.03865, -3.69306], [-3.08704, 0.70515, -3.49460], [-3.91144, 0.34453, -0.54714], [3.62661, 0.83505, 5.45444], [4.19874, -2.51859, 3.36469], [-2.34395, 2.99246, -2.67220], [-3.26030, 1.84032, 0.19160], [1.69738, -2.34455, 0.23513], [-3.98881, 1.90127, -1.45019], [2.12931, -3.62860, 1.38160], [5.07111, -0.07992, 4.93620], [-2.73612, -0.87989, -2.75014], [-1.06969, 3.28217, -1.44152]], "mulliken_charge": [0.12, 0.12, 0.84, -0.49, 0.88, -0.16, -0.14, -0.06, 0.23, -1.08, -0.39, -0.89, -1.10, -1.25, 0.28, -1.08, 0.75, 0.32, 0.29, 0.39, 0.15, 0.38, 0.44, 0.39, 0.33, 0.42, 0.42, 0.35, -0.19, 0.42, 0.28, 0.32, 0.38, 0.35]}

---

{"formula": "C9H17FNO5PS2", "method": "ωB97M-V/def2-TZVPD", "energy_ha": -2021.687458, "orbital_gap_ev": 10.46, "elements": ["S", "S", "P", "F", "O", "O", "O", "O", "O", "N", "C", "C", "C", "C", "C", "C", "C", "C", "C", "H", "H", "H", "H", "H", "H", "H", "H", "H", "H", "H", "H", "H", "H", "H", "H", "H"], "positions_angstrom": [[0.93158, -2.92878, 0.84135], [0.60390, 1.85989, -0.85053], [-4.46409, 5.61237, -2.95280], [-3.58178, 6.73761, -2.23116], [-0.36200, -3.20601, 0.27143], [0.43329, 1.45643, -2.22478], [1.12583, -1.86015, 1.78982], [1.82854, 2.47046, -0.39533], [-4.26192, 3.86491, 0.01096], [-3.79978, 4.12787, -2.29459], [0.21640, 0.48675, 0.22455], [2.13258, -2.75945, -0.47461], [3.34834, -3.53234, 0.02755], [1.61462, -4.43277, 1.54633], [2.79725, -4.82282, 0.65004], [-0.77604, 2.89909, -0.35293], [-4.17470, 3.98369, -1.13129], [-0.61291, 1.10358, 1.34232], [-1.58604, 2.07249, 0.65637], [0.03582, 1.65417, 2.02714], [-1.35667, 3.16041, -1.23455], [-0.36724, 3.80060, 0.09974], [3.55909, -5.35436, 1.21797], [1.13242, 0.03041, 0.57463], [1.70993, -3.21999, -1.36675], [2.45402, -5.49059, -0.14249], [-2.35650, 1.50228, 0.13244], [3.87276, -2.94921, 0.78758], [-2.08927, 2.71655, 1.37557], [-1.13552, 0.33982, 1.91502], [4.04860, -3.73930, -0.77983], [-5.65930, 5.75668, -2.17651], [-0.36948, -0.23107, -0.35103], [1.93482, -4.20670, 2.56144], [0.84204, -5.19702, 1.56309], [2.33140, -1.70552, -0.65617]], "mulliken_charge": [1.26, 1.27, 0.27, -0.24, -0.71, -0.69, -0.66, -0.70, -0.36, -0.39, -0.47, -0.56, -0.67, -0.69, -0.63, -0.66, 0.71, -0.89, -0.51, 0.39, 0.31, 0.33, 0.33, 0.36, 0.37, 0.30, 0.25, 0.31, 0.38, 0.33, 0.37, 0.04, 0.24, 0.35, 0.34, 0.32]}

---

{"formula": "C9H17Li2O5", "method": "ωB97M-V/def2-TZVPD", "energy_ha": -744.194320, "orbital_gap_ev": 5.47, "charge": 1, "elements": ["O", "O", "O", "O", "O", "C", "C", "C", "C", "C", "C", "C", "C", "C", "Li", "Li", "H", "H", "H", "H", "H", "H", "H", "H", "H", "H", "H", "H", "H", "H", "H", "H", "H"], "positions_angstrom": [[-0.72852, 0.83468, -0.34772], [-2.66689, -3.74065, -1.13741], [-1.34332, 2.43305, -1.82209], [-2.86734, 1.08123, -0.98378], [3.64354, 3.17050, -0.72457], [3.76580, 3.82654, 0.54486], [-2.10929, -2.61866, -0.47467], [-1.69465, -3.16630, 0.86613], [2.64752, 2.14159, -0.60771], [2.02984, 2.30663, 0.76414], [-1.24719, -4.60267, 0.60600], [-2.12751, -4.96084, -0.65944], [3.02988, 3.03062, 1.64333], [-1.66417, 1.45546, -1.07613], [-2.65114, 3.91522, -1.84564], [-4.65538, 1.79894, -1.27246], [3.29592, 4.81261, 0.46201], [-2.86849, -1.84650, -0.34432], [-1.35168, -5.25061, 1.47183], [1.73458, 1.31817, 1.13305], [-2.63027, -3.15127, 1.43448], [-0.03235, 1.49238, -0.59271], [3.72650, 2.35227, 2.14040], [4.82145, 4.00020, 0.75012], [-1.49492, -5.44534, -1.40363], [-2.89241, -5.67959, -0.36470], [-0.98193, -2.62986, 1.49337], [3.22708, 1.22507, -0.73058], [-1.29614, -2.21486, -1.08934], [-0.21457, -4.66685, 0.26079], [1.09281, 2.87138, 0.83339], [1.84667, 2.21849, -1.35036], [2.65657, 3.68895, 2.42334]], "mulliken_charge": [-0.33, -0.43, -0.85, -0.71, -0.43, -0.44, 0.01, -0.53, -0.30, -0.58, -0.58, -0.45, -0.59, 0.86, 0.90, 0.91, 0.25, 0.04, 0.33, 0.46, 0.27, 0.16, 0.25, 0.31, 0.28, 0.27, 0.35, 0.23, 0.16, 0.26, 0.28, 0.33, 0.33]}

---

{"formula": "C9H17N2", "method": "ωB97M-V/def2-TZVPD", "energy_ha": -462.283331, "orbital_gap_ev": 10.87, "charge": 1, "elements": ["N", "N", "C", "C", "C", "C", "C", "C", "C", "C", "C", "H", "H", "H", "H", "H", "H", "H", "H", "H", "H", "H", "H", "H", "H", "H", "H", "H"], "positions_angstrom": [[-1.95214, -0.37281, 0.18790], [-1.75091, 1.04119, 1.62731], [0.40763, 0.07374, 0.06377], [-2.21601, -0.15320, 1.45750], [-1.47928, -1.59325, -0.40432], [-1.18205, 0.95904, 0.29091], [0.90001, -0.47911, 1.47660], [0.24990, -1.39463, -2.21370], [1.73660, 2.23818, 0.19417], [0.01071, -1.21924, -0.75477], [1.47528, 0.96620, -0.60961], [0.22395, -1.23246, 1.83592], [-2.95205, -0.74150, 2.01715], [-1.63328, -2.39130, 0.29044], [-1.44625, 1.73695, -0.49406], [1.84139, -0.89717, 1.28022], [1.06090, 1.40076, -1.44546], [0.68244, -1.95429, -0.45855], [-1.58445, 1.84665, 2.27835], [2.24534, 2.02574, 1.09762], [1.25264, -1.14429, -2.50010], [2.25890, 2.92073, -0.42869], [0.10759, -2.40349, -2.39424], [1.00171, 0.30498, 2.24970], [-1.98636, -1.72781, -1.36401], [2.41431, 0.32889, -0.80936], [-0.41706, -0.84918, -2.76057], [0.73053, 2.71070, 0.28989]], "mulliken_charge": [-0.01, -0.13, 1.29, -0.12, -0.66, -0.30, -1.87, -2.33, -1.34, 0.34, -0.74, 0.51, 0.40, 0.28, 0.40, 0.52, 0.45, 0.32, 0.28, 0.38, 0.40, 0.43, 0.57, 0.36, 0.42, 0.37, 0.55, 0.26]}